(1)
The following is a quantum chemistry calculation of a cluster of 2 separate species, C12H18N3 in total, from the OMol25 dataset.

Summary:
Spin multiplicity: 3
LUMO (spin up / spin down) in eV: -3.71 / -7.64
Total charge: +1
Gap between HOMO and LUMO (spin up / spin down) in hartree: 0.104 / 0.116

Each line ends with the Löwdin spin population.
Cartesian coordinates (Å):
C -5.707 1.780 0.429  0.213
C -5.354 1.165 -0.764  0.004
C -6.255 1.054 1.400  0.029
C -5.489 -0.172 -0.810  0.132
C -6.494 -0.305 1.356  0.153
C -6.052 -0.996 0.204  0.147
C 4.423 -0.690 -1.088  0.009
C 4.945 -1.581 0.075  0.100
C 3.699 0.544 -0.451  0.021
C 4.621 1.694 -0.068  0.136
C 5.629 -1.048 1.146  0.434
C 2.483 1.019 -1.359  0.002
N 5.529 1.599 0.805  -0.004
N -6.043 -2.336 0.098  0.297
N 5.883 0.238 1.301  0.195
H -5.731 2.778 0.509  0.013
H -4.952 1.653 -1.621  -0.003
H -6.555 1.604 2.222  -0.002
H -4.851 -0.701 -1.598  0.001
H -6.638 -0.868 2.263  0.004
H 5.192 -0.425 -1.860  0.002
H 3.675 -1.216 -1.726  0.000
H 4.097 -2.257 0.503  0.038
H 5.561 -2.318 -0.294  0.024
H 3.493 0.433 0.568  0.004
H 4.524 2.714 -0.593  0.008
H 6.000 -1.665 1.917  0.028
H 1.778 0.209 -1.597  0.000
H 2.814 1.413 -2.329  0.000
H 1.800 1.727 -0.786  0.000
H -6.045 -2.777 -0.775  0.009
H 6.625 0.398 1.989  0.003
H -6.607 -2.668 0.936  0.002



(2)
The following is a quantum chemistry calculation of a cluster of 2 separate species, C15H14BrN5O3S in total, from the OMol25 dataset.

Summary:
Spin multiplicity: 1
LUMO in eV: -1.37
Gap between HOMO and LUMO in hartree: 0.245

Each line ends with the natural charge from an NBO analysis.
Cartesian coordinates (Å):
C 2.247 -0.125 3.172  -0.760
S 0.903 0.709 2.272  0.926
C 1.799 2.159 1.638  -0.752
C 0.667 -0.284 0.901  -0.818
C -0.014 -1.536 1.127  0.463
C -0.207 -2.448 -0.068  -0.053
C 0.866 -2.665 -0.938  -0.186
C 0.781 -3.651 -1.930  -0.238
C -0.405 -4.388 -2.073  -0.087
Br -0.531 -5.721 -3.409  0.066
C -1.498 -4.140 -1.221  -0.225
C -1.391 -3.183 -0.212  -0.199
O -0.397 -1.891 2.255  -0.643
H 2.440 0.525 4.034  0.225
H 1.879 -1.110 3.480  0.277
H 3.139 -0.214 2.542  0.231
H 1.904 2.821 2.509  0.246
H 2.779 1.863 1.247  0.239
H 1.193 2.637 0.860  0.249
H 1.145 -0.039 -0.056  0.243
H 1.781 -2.084 -0.798  0.218
H 1.625 -3.833 -2.587  0.228
H -2.422 -4.691 -1.339  0.227
H -2.214 -2.995 0.480  0.236
O -2.430 1.006 1.808  -0.378
N -2.262 2.204 1.451  0.496
C -1.465 2.402 0.288  -0.080
C -1.014 1.233 -0.314  0.116
N -0.561 1.354 -1.603  -0.212
N -0.139 0.339 -2.418  -0.080
N 0.218 0.900 -3.545  -0.010
N 0.063 2.254 -3.510  -0.295
C -0.407 2.550 -2.274  0.292
C -0.725 3.757 -1.591  -0.246
C -1.238 3.678 -0.317  -0.159
O -2.787 3.162 2.054  -0.372
H -1.281 0.220 -0.019  0.304
H -0.536 4.668 -2.152  0.254
H -1.503 4.561 0.259  0.258



(3)
The following is a quantum chemistry calculation of a cluster of 2 separate species, C3H10NOS in total, from the OMol25 dataset.

Summary:
Spin multiplicity: 1
LUMO in eV: 4.16
Total charge: -1
Gap between HOMO and LUMO in hartree: 0.255

Each line ends with the natural charge from an NBO analysis.
Cartesian coordinates (Å):
N 1.009 -0.972 -2.692  -0.858
C -0.134 -0.221 -2.233  0.077
O 0.178 1.112 -1.894  -0.808
H 1.471 -0.480 -3.444  0.342
H 1.680 -1.076 -1.945  0.350
H -0.886 -0.212 -3.033  0.127
H -0.570 -0.713 -1.358  0.185
H -0.092 1.240 -0.953  0.504
C 0.113 -0.945 3.033  -0.613
C 0.395 -0.388 1.639  -0.516
S -0.908 0.762 1.073  -0.691
H -0.885 -1.400 3.058  0.199
H 0.125 -0.126 3.758  0.195
H 0.871 -1.681 3.339  0.169
H 0.476 -1.224 0.932  0.165
H 1.362 0.125 1.660  0.172



(4)
The following is a quantum chemistry calculation of a structure of composition C28H24N4O4PRe, from the OMol25 dataset.

Summary:
Spin multiplicity: 2
LUMO (spin up / spin down) in eV: -11.87 / -11.52
Total charge: +3
Gap between HOMO and LUMO (spin up / spin down) in hartree: 0.210 / 0.223

Each line ends with the Löwdin spin population.
Cartesian coordinates (Å):
Re -1.265 0.649 0.267  0.829
N -1.406 1.159 2.326  0.005
C -0.218 0.928 3.185  0.002
C -0.207 1.421 4.475  -0.001
C 0.877 1.128 5.293  0.002
C 1.926 0.343 4.821  0.000
C 1.902 -0.147 3.526  0.001
C 0.825 0.160 2.693  -0.001
P 0.683 -0.515 1.044  -0.007
C 0.613 -2.289 1.136  0.000
C 1.818 -2.978 0.959  -0.001
C 1.848 -4.345 1.187  0.000
C 0.691 -5.017 1.555  -0.001
C -0.508 -4.330 1.720  0.000
C -0.553 -2.964 1.515  -0.001
C 2.002 -0.014 -0.029  -0.002
C 3.043 0.812 0.398  -0.001
C 4.047 1.146 -0.499  0.000
C 4.000 0.680 -1.807  -0.003
C 2.952 -0.131 -2.237  0.001
C 1.947 -0.480 -1.352  -0.001
H -2.167 0.563 2.666  0.005
H -1.743 2.112 2.463  0.002
H -1.035 2.011 4.856  0.000
H 0.893 1.501 6.308  0.000
H 2.761 0.111 5.470  0.000
H 2.711 -0.773 3.169  0.000
H 2.720 -2.465 0.649  0.000
H 2.778 -4.884 1.072  0.000
H 0.719 -6.088 1.709  0.000
H -1.406 -4.861 2.008  0.000
H -1.489 -2.438 1.651  0.000
H 3.091 1.163 1.422  0.000
H 4.873 1.768 -0.175  0.000
H 4.791 0.945 -2.497  0.000
H 2.932 -0.500 -3.255  0.000
H 1.149 -1.144 -1.668  0.000
O -4.547 -1.597 0.070  -0.003
C -3.616 -1.044 -0.363  0.015
O -2.556 -0.600 0.512  0.108
C -3.291 -0.663 -1.759  0.005
C -1.949 -0.465 -2.146  0.000
C -1.627 -0.116 -3.442  0.000
C -2.667 0.033 -4.338  0.000
C -3.989 -0.169 -4.003  -0.001
C -4.304 -0.530 -2.695  0.001
N -2.315 0.432 -5.726  0.000
O -3.177 0.326 -6.558  0.000
O -1.181 0.842 -5.890  0.000
H -1.085 -0.731 -1.470  0.000
H -0.610 0.001 -3.793  0.000
H -4.758 -0.052 -4.756  0.000
H -5.332 -0.695 -2.398  0.000
N 0.416 4.411 -0.401  -0.001
C 0.048 4.084 -1.700  -0.001
C -0.432 2.830 -1.645  0.009
N -0.354 2.377 -0.304  0.030
C 0.171 3.405 0.405  0.009
H 0.821 5.297 -0.116  0.000
H 0.152 4.767 -2.528  0.000
H -0.806 2.220 -2.441  0.001
H 0.394 3.399 1.461  0.000



Number 1: total energy -17193.113 eV. Number 2: total energy -110246.233 eV. Number 3: total energy -17647.135 eV. Number 4: total energy -54964.763 eV.